{
  "formula": "C29H36N8Sc",
  "method": "ωB97M-V/def2-TZVPD",
  "total_charge": -1,
  "multiplicity": 1,
  "lumo_ha": 0.0857,
  "total_energy_ev": -63276.469,
  "homo_lumo_gap_ha": 0.1407,
  "relative_energy_kcal_mol": 4.4,
  "homo_energy_ha": -0.05499,
  "symbols": ["C", "H", "H", "C", "C", "H", "C", "H", "H", "H", "H", "C", "C", "H", "C", "H", "H", "H", "N", "N", "H", "H", "C", "H", "C", "C", "C", "C", "C", "H", "C", "C", "C", "N", "C", "C", "N", "H", "H", "H", "N", "H", "H", "C", "C", "H", "H", "H", "H", "H", "H", "N", "C", "H", "H", "C", "C", "H", "C", "H", "H", "C", "H", "H", "H", "N", "C", "H", "Sc", "C", "N", "C", "C", "H"],
  "coordinates": [[-2.76351, -0.70575, 1.71797], [-2.63312, -1.14032, 2.70435], [-0.98524, -2.52900, -3.17545], [3.21713, -1.52899, -0.42645], [2.90516, 2.09866, 0.27865], [0.18004, 1.58993, 5.26045], [-1.08267, -4.91394, 0.82889], [-0.08231, 4.00923, 0.01316], [0.86275, -3.90923, 0.74328], [3.47475, 1.19325, 0.03446], [-3.36781, -4.18482, 3.26057], [-2.44100, -4.12597, 2.67493], [0.44411, 2.24445, 1.12882], [-2.44884, 2.86157, -4.28643], [-0.09453, -4.03609, 1.25327], [3.37991, 0.71732, 4.03315], [-1.05194, 3.50377, -5.18422], [-0.92040, -5.54583, -0.05076], [-1.53422, -3.25581, 3.07451], [-1.73861, -0.33948, 0.92816], [-1.23810, 2.66301, -0.13555], [4.04710, 0.72245, 2.37831], [1.54018, 0.93943, -3.49929], [3.05941, -0.64615, 2.94497], [1.07893, -0.96694, -0.62236], [0.72200, 1.26911, 3.21284], [2.99604, 1.27351, -3.44595], [1.96373, 1.15705, 2.50588], [1.80576, 1.81011, 1.23688], [4.11383, -1.86440, 0.06663], [3.17984, 0.44780, 2.98794], [-1.01633, -1.70865, -2.44214], [-0.69276, 1.61235, -4.23792], [-4.46611, -0.02133, -1.08902], [0.68309, 1.82951, -4.16281], [-1.59784, 2.59007, -4.92708], [-3.95107, -0.53454, 1.14510], [3.61616, 2.82322, 0.70785], [-2.01056, 2.16452, -5.85270], [-2.18009, 2.65212, 1.91319], [-2.26400, 0.09542, -0.23713], [-3.10033, -5.64126, 1.28655], [-2.29424, 0.24060, -3.76675], [-0.17075, 2.91295, -0.05132], [0.96242, -0.19246, -2.88794], [-5.41578, 0.02289, -0.74278], [3.65909, -1.30469, -2.59778], [0.31006, 2.58473, -0.98385], [1.27605, 0.21265, 4.99199], [2.51347, 2.51900, -0.65394], [3.49597, 0.93538, -2.53408], [1.64108, -0.90092, -1.86762], [-0.41811, -0.45853, -2.99266], [-0.44362, 0.07756, 4.56777], [-2.07954, 1.63726, 3.37188], [0.42009, 0.76001, 4.58014], [-1.22569, 0.44925, -3.67316], [1.10883, 2.72446, -4.62044], [0.44223, -2.02256, 2.62854], [3.11617, 2.36221, -3.50771], [-2.06290, -1.52470, -2.18204], [-2.28327, -4.97243, 1.55050], [-4.24149, 0.68400, -1.78132], [0.79774, -1.94020, 3.66064], [-1.49640, 3.31143, 3.40684], [2.02658, -1.29844, 0.28005], [3.00194, -1.25266, -1.74543], [3.53993, 0.85104, -4.30333], [0.42162, -0.33854, 1.32512], [-0.20857, 1.95138, 2.36793], [-3.59635, 0.08483, -0.01150], [-0.34500, -3.14936, 2.37426], [-1.56152, 2.40720, 2.78325], [-0.49857, -2.04272, -1.53077]],
  "atomic_forces_ev_per_a": [[-0.456, -0.180, 0.075], [0.203, -0.054, -0.215], [0.021, 0.232, 0.055], [-1.186, 0.478, 0.035], [0.296, -0.170, -0.292], [0.089, -0.069, 0.003], [0.281, 0.357, 0.295], [-0.077, -0.152, -0.112], [-0.319, -0.178, 0.111], [-0.041, 0.125, -0.071], [0.203, 0.060, -0.153], [0.458, -0.873, -0.801], [0.702, -0.396, 0.877], [0.202, -0.014, -0.141], [-0.596, 0.268, 0.180], [0.162, -0.049, -0.146], [-0.159, -0.097, 0.010], [-0.084, 0.130, 0.276], [-0.165, -0.702, 0.288], [-1.855, 0.608, -1.886], [0.226, 0.097, -0.026], [-0.019, -0.052, 0.139], [-0.833, -0.228, 0.008], [0.032, 0.274, -0.021], [1.260, 0.553, 0.248], [0.253, 0.283, -0.968], [0.528, 0.351, 0.030], [-1.095, 0.760, -0.271], [-0.961, -0.285, 0.897], [0.086, 0.027, -0.033], [0.328, -0.224, 0.272], [-0.290, -0.633, 0.412], [0.174, -0.293, 0.095], [0.030, -0.004, -0.390], [-0.224, -0.384, -0.049], [-0.170, 0.190, -0.150], [0.884, 1.300, -0.742], [-0.158, -0.098, -0.141], [0.086, 0.113, 0.157], [-0.033, -0.027, 0.104], [-1.400, 0.044, 2.129], [0.191, 0.075, -0.088], [0.218, 0.064, 0.073], [-0.118, 0.249, -0.292], [-0.306, 0.756, 0.256], [0.095, 0.248, 0.036], [-0.039, -0.076, 0.018], [-0.144, 0.104, 0.142], [-0.242, 0.051, -0.055], [0.103, -0.054, 0.072], [-0.196, 0.087, -0.153], [1.370, -0.620, 0.310], [0.185, 0.315, -0.662], [0.323, 0.081, 0.061], [0.008, 0.172, -0.073], [-0.188, -0.026, 0.367], [0.492, 0.073, -0.075], [-0.091, -0.160, 0.125], [0.957, 1.139, 0.314], [0.014, -0.189, 0.012], [0.096, -0.159, -0.086], [-0.507, 0.188, 0.461], [-0.118, 0.135, 0.231], [-0.686, 0.350, 0.310], [-0.072, -0.133, -0.082], [0.837, -0.027, -2.576], [-0.477, -0.235, 0.035], [-0.118, -0.033, 0.176], [0.915, -0.950, 1.986], [1.095, -0.450, -0.232], [1.679, -2.144, 0.578], [-0.860, 0.154, -0.840], [-0.324, -0.112, 0.069], [-0.472, 0.039, -0.506]],
  "mulliken_charge": [-0.600, 0.622, 0.445, -1.326, -1.438, 0.392, -0.250, 0.327, 0.356, 0.251, 0.342, -0.126, 0.943, 0.311, -0.551, 0.469, 0.352, 0.365, -0.550, 0.776, 0.294, 0.377, 1.134, 0.169, -0.259, 0.795, -1.794, 0.615, 0.832, 0.441, -2.021, -1.370, 0.812, -0.717, -0.989, -1.571, -0.953, 0.269, 0.338, 0.333, -0.069, 0.341, 0.444, -1.533, 0.126, 0.296, 0.622, -0.011, 0.418, 0.441, 0.300, 0.498, 1.246, 0.261, 0.299, -1.787, -0.756, 0.268, -0.253, 0.411, 0.263, -0.551, 0.208, 0.150, 0.333, 0.384, -0.304, 0.329, -1.588, 0.696, 0.816, 0.273, -1.541, 0.125]
}